13
Properties=species:S:1:pos:R:3 method="wB97M-V/def2-TZVPD" orbital_gap_ha=0.3086 largest_force_ev_per_a=0.9 charge=0 smiles="C=C=C=O.CC=O" homo_energy_ha=-0.33205 energy_ev=-9374.2005
C 1.28320 1.25218 1.66828
C 0.35964 1.80686 0.89870
C -0.44392 1.69736 -0.11362
O -1.22850 1.77969 -0.98601
H 1.60719 0.22401 1.48695
H 1.74576 1.78525 2.49674
C -0.54723 -1.34630 -1.40424
C 0.04871 -1.16291 -0.04212
O 1.23200 -1.28384 0.19073
H -1.00866 -2.34074 -1.42552
H 0.24164 -1.29717 -2.15733
H -1.32542 -0.60602 -1.61025
H -0.66726 -0.94905 0.78017